Molecular formula: C24H27N5OSiTi
Method: DFT, the ωB97M-V functional and the def2-TZVPD basis

Geometry (Å):
Ti  -0.219  0.021  0.210
C  -3.179  2.488  2.334
C  -2.115  1.583  2.221
N  -1.306  1.558  1.180
C  -1.506  2.467  0.163
C  -2.572  3.371  0.175
C  -3.418  3.361  1.309
C  -2.714  4.261  -0.918
C  -1.826  4.218  -1.956
C  -0.748  3.302  -1.958
C  -0.576  2.450  -0.907
N  0.440  1.461  -0.749
C  1.806  1.751  -0.442
C  2.604  2.593  -1.156
C  3.957  2.782  -0.784
C  4.490  2.119  0.280
C  3.679  1.240  1.046
C  4.142  0.565  2.197
C  3.293  -0.221  2.927
C  1.966  -0.350  2.503
N  1.491  0.265  1.436
C  2.337  1.067  0.689
H  -3.802  2.469  3.217
H  -1.932  0.853  3.001
H  -4.247  4.057  1.361
H  -3.527  4.974  -0.919
H  -1.939  4.894  -2.792
H  -0.063  3.280  -2.796
H  2.205  3.118  -2.013
H  4.567  3.464  -1.362
H  5.524  2.267  0.564
H  5.175  0.688  2.502
H  3.621  -0.738  3.816
H  1.272  -0.974  3.053
C  2.036  -3.534  -3.216
N  1.927  -3.480  -1.743
C  2.359  -4.647  -0.950
C  1.407  -2.447  -1.167
N  0.931  -1.517  -0.657
H  1.416  -4.346  -3.591
H  3.076  -3.701  -3.484
H  1.700  -2.591  -3.638
H  3.360  -4.928  -1.272
H  1.671  -5.475  -1.111
H  2.384  -4.382  0.103
C  -2.566  -3.191  -1.186
Si  -2.659  -1.823  0.042
C  -4.354  -1.236  0.400
C  -1.683  -2.224  1.609
O  -1.714  -0.518  -0.525
H  -2.379  -4.150  -0.698
H  -1.756  -3.001  -1.896
H  -3.489  -3.286  -1.761
H  -5.036  -2.086  0.486
H  -4.720  -0.600  -0.410
H  -4.402  -0.671  1.333
H  -2.312  -2.516  2.453
H  -1.136  -1.341  1.993
H  -0.944  -3.012  1.452

Summary:
Orbital gap, eV: 7.39
HOMO level, Ha: -0.51723
Total charge: +2
Energy relative to the best compared isomer or geometry (same formula, charge and spin), eV: 0.000
Lowest unoccupied orbital energy, eV: -6.68
Max |F|, hartree/bohr: 0.0213
Calculated total energy, eV: -65808.4643